Entry 1:
Here is a structure of composition C34H43I2N10O6PReS in a non-equilibrium geometry from the OMol25 dataset. Energies are from wB97M-V/def2-TZVPD.

```
98
Properties=species:S:1:pos:R:3
Re 0.5147 -0.7246 0.5376
O -2.8845 1.1370 -1.2223
C -2.0046 0.9420 -0.4034
N -1.4292 -0.2521 -0.0827
C -2.0992 -1.4044 -0.4573
O -2.8327 -1.5390 -1.4095
C -1.8472 -2.4903 0.5487
C -2.6837 -3.5913 0.6564
C -2.4535 -4.5020 1.6749
C -1.3737 -4.2948 2.5236
C -0.5666 -3.1857 2.3318
N -0.8053 -2.2927 1.3760
C -1.5229 2.0354 0.4969
C -2.4370 3.0065 0.8921
C -2.0252 3.9823 1.7820
C -0.7051 3.9644 2.2027
C 0.1340 2.9625 1.7430
N -0.2654 1.9957 0.9272
H -3.4951 -3.7043 -0.0452
H -3.1112 -5.3471 1.8028
H -1.1635 -4.9732 3.3337
H 0.2933 -3.0012 2.9649
H -3.4471 2.9544 0.5195
H -2.7144 4.7324 2.1410
H -0.3290 4.7020 2.8913
H 1.1638 2.9425 2.0574
C -2.5719 2.0753 -5.3500
N -1.6505 0.8812 -5.1321
C -0.3511 1.1572 -5.8755
N 0.2177 2.3801 -5.4532
C -0.6990 3.4827 -5.6884
N -1.9389 3.2774 -4.9621
C -1.7836 3.4074 -3.5291
P -0.6252 2.1207 -2.7952
C -1.3988 0.6568 -3.6940
C 0.7169 2.3523 -4.0955
H -3.4755 1.9171 -4.7544
H -2.8185 2.1105 -6.4160
H -2.0912 0.0418 -5.5169
H -0.5844 1.2110 -6.9442
H 0.3375 0.3259 -5.6892
H -0.9096 3.5488 -6.7598
H -0.2362 4.4153 -5.3638
H -2.7608 3.3142 -3.0458
H -1.3850 4.4007 -3.3026
H -2.3366 0.3972 -3.1925
H -0.7105 -0.1869 -3.5870
H 1.4387 1.5381 -4.0004
H 1.2430 3.2872 -3.8945
C 3.2893 -3.0512 1.4587
C 4.0856 -2.2301 0.5092
C 5.4496 -2.3945 0.3933
C 6.1948 -1.6607 -0.5193
C 5.5652 -0.7557 -1.3702
C 4.2098 -0.5361 -1.2891
C 3.5016 0.3719 -2.2454
C 3.4489 -1.2304 -0.2993
N 2.1766 -0.9730 -0.1165
H 3.7258 -4.0406 1.5581
H 2.2536 -3.1352 1.1339
H 3.3115 -2.5733 2.4362
H 5.9375 -3.1232 1.0229
H 7.2611 -1.8108 -0.5939
H 6.1366 -0.2239 -2.1169
H 3.4178 -0.1370 -3.2056
H 4.0634 1.2913 -2.4038
H 2.4984 0.6094 -1.8871
C 6.4488 -2.4545 5.1112
C 6.7227 -1.0760 4.5452
S 5.0924 -0.3163 4.3199
O 4.3344 -0.3444 5.5369
O 4.4533 -0.9368 3.1797
C 5.2752 1.4616 3.8393
C 3.9168 2.1122 4.0789
N 2.8262 1.2672 3.6280
C 2.5297 0.9726 2.3501
N 1.5162 0.0961 2.2936
C 1.1773 -0.1940 3.5779
C 1.9867 0.5200 4.4193
N 1.9313 0.5023 5.8561
O 2.3973 1.4403 6.4510
O 1.3395 -0.4326 6.3231
C 3.2027 1.5871 1.1887
H 7.3701 -3.0237 5.2125
H 5.7690 -2.9871 4.4475
H 5.9753 -2.3609 6.0867
H 7.1670 -1.1101 3.5549
H 7.3109 -0.4571 5.2154
H 5.5869 1.4745 2.7985
H 6.0311 1.9243 4.4645
H 3.8502 3.0791 3.5685
H 3.7800 2.2609 5.1539
H 0.3829 -0.8614 3.8501
H 3.5116 2.6087 1.3997
H 2.5262 1.5767 0.3346
H 4.0850 1.0043 0.9304
I 0.6796 -2.4488 -2.1657
I -1.5516 -3.4948 -3.4706
```

Its gap between HOMO and LUMO (spin up / spin down) is 5.925 / 5.725 eV. The total charge is +2. The multiplicity is 2. For the maximum force, the calculation gives 4.033 eV Å⁻¹. The calculated total energy is -101581.326 eV. Its LUMO energy (spin up / spin down) is -6.576 / -6.448 eV.

=====

Entry 2:
Here is the ion C5H8N with charge +1 in a non-equilibrium geometry from the OMol25 dataset. Energies are from wB97M-V/def2-TZVPD.

```
14
Properties=species:S:1:pos:R:3
C -0.6179 -2.3484 -0.1304
N -0.6811 -1.2733 0.4252
C -0.4899 -0.3598 1.2267
C -0.0859 1.1032 0.5671
C 1.2313 1.1361 -0.2508
C -0.0827 1.0839 -0.9514
H -1.4164 -2.6822 -0.8518
H 0.3865 -2.9103 -0.2227
H -0.7518 -0.5833 2.2388
H -0.1819 2.1078 1.1004
H 2.1029 0.4466 -0.2479
H 1.4186 2.1281 -0.0977
H -0.5580 1.9954 -1.3031
H -0.2738 0.1563 -1.5025
```

Its gap between HOMO and LUMO is 9.932 eV. The total charge is +1. The calculation puts the energy above the lowest of the compared OMol25 structures with the same formula, charge and spin at 89.6 kcal per mole. The multiplicity is 1. For the maximum force, the calculation gives 5.283 eV Å⁻¹. The calculated total energy is -6794.202 eV. Its SMILES is C=[N+]=CC1CC1. Its LUMO energy is -5.021 eV.

=====

Entry 3:
Here is a cluster of 2 separate species, C4H12 in total in a non-equilibrium geometry from the OMol25 dataset. Energies are from wB97M-V/def2-TZVPD.

```
16
Properties=species:S:1:pos:R:3
C 0.7133 -0.7500 1.4834
C 0.8002 -2.1687 2.1588
H 1.5160 -0.8815 0.7738
H -0.1949 -0.4400 0.9600
H 1.1044 0.0359 2.0894
H 0.1061 -2.0548 3.0427
H 1.8161 -2.3672 2.4638
H 0.4343 -2.8818 1.4352
C -0.1557 1.0637 -2.1717
C -1.4624 1.7888 -1.4708
H -0.2677 -0.0318 -2.1072
H 0.0383 1.2843 -3.2344
H 0.7192 1.3822 -1.6101
H -1.2226 2.7974 -1.2610
H -1.5291 1.4286 -0.4792
H -2.4154 1.7951 -2.0726
```

Its gap between HOMO and LUMO is 12.424 eV. The total charge is 0. The calculation puts the energy above the lowest of the compared OMol25 structures with the same formula, charge and spin at 18.5 kcal per mole. The multiplicity is 1. For the maximum force, the calculation gives 3.441 eV Å⁻¹. The calculated total energy is -4341.724 eV. Its SMILES is CC.CC. Its LUMO energy is 1.128 eV.

=====

Entry 4:
Here is a structure of composition C25H29Cl2N6O5ReS2 from the OMol25 dataset. Energies are from wB97M-V/def2-TZVPD.

```
70
Properties=species:S:1:pos:R:3
Re 0.0600 -0.2964 0.7543
C 2.8043 -2.3370 3.5818
C 1.9011 -1.8882 2.4883
N 1.1358 -0.8613 2.5214
N 0.8778 -0.1377 3.6722
C -0.3744 0.3736 3.7337
N -0.7064 1.1674 4.7331
S -1.5291 -0.0708 2.5529
C 1.7161 -2.6922 1.2590
C 2.4703 -3.8182 0.9879
C 2.1371 -4.6088 -0.1026
C 1.0544 -4.2526 -0.8858
C 0.3527 -3.1005 -0.5761
N 0.6702 -2.3323 0.4681
H 2.6977 -1.7254 4.4729
H 3.8408 -2.2725 3.2440
H 2.5994 -3.3746 3.8457
H 1.6588 0.2879 4.1544
H -0.0063 1.5773 5.3321
H -1.5750 1.6757 4.6371
H 3.3086 -4.0776 1.6183
H 2.7162 -5.4934 -0.3295
H 0.7545 -4.8440 -1.7387
H -0.4756 -2.7559 -1.1806
C 2.0163 3.7246 0.7358
S 1.4945 2.3808 1.7495
O 2.5937 1.4539 1.9013
O 0.9256 2.9063 2.9668
O 0.3931 1.7449 0.8967
H 1.1585 4.3626 0.5365
H 2.4293 3.3289 -0.1896
H 2.7732 4.2698 1.2955
C 1.2597 2.3728 -4.9548
C 1.5333 3.0262 -3.8152
C 0.5782 1.5758 -2.0612
C -0.3710 0.7093 -2.8432
C -0.3255 0.5478 -4.2510
C 0.3999 1.2468 -5.1689
C -1.3205 -0.0397 -2.0947
C -1.4019 -0.3503 -0.7462
C -2.6997 -1.0036 -0.3876
C -3.8989 -0.4583 -0.8609
C -5.1224 -1.0254 -0.5448
C -5.1837 -2.1621 0.2478
C -4.0085 -2.7150 0.7330
C -2.7859 -2.1362 0.4290
H 1.7395 2.7925 -5.8292
H 2.1682 3.9018 -3.8213
H 0.0897 1.8565 -1.1357
H -0.9647 -0.2394 -4.6360
H 0.3003 0.9341 -6.2008
H -2.0982 -0.4701 -2.7238
H -3.8706 0.4488 -1.4510
H -6.0325 -0.5687 -0.9107
H -6.1391 -2.6051 0.4952
H -4.0411 -3.5979 1.3586
H -1.8891 -2.5884 0.8347
Cl 4.0678 1.3003 -2.2245
C 2.7200 0.2537 -2.7303
Cl 3.1854 -1.4491 -2.7346
C 1.5930 0.5234 -1.7625
O 1.1033 2.7945 -2.5534
O 1.5001 -0.1980 -0.7582
H 2.4492 0.5298 -3.7435
N -2.4140 3.3070 2.0213
N -2.8481 2.6000 0.8371
H -2.8633 4.2138 2.0239
H -1.4105 3.4797 2.0004
H -2.2839 1.7585 0.8274
H -2.5875 3.1199 -0.0008
```

Its gap between HOMO and LUMO (spin up / spin down) is 5.273 / 5.651 eV. The total charge is +1. The calculation puts the energy above the lowest of the compared OMol25 structures with the same formula, charge and spin at 41.5 kcal per mole. The multiplicity is 4. For the maximum force, the calculation gives 0.353 eV Å⁻¹. The calculated total energy is -94410.793 eV. Its LUMO energy (spin up / spin down) is -3.809 / -4.414 eV.